68
Properties=species:S:1:pos:R:3:forces:R:3:mulliken_charge:R:1 method="wB97M-V/def2-TZVPD" e_tot_ev=-64633.110 lumo_ev="0.2464 / -0.9299" molar_mass_da=659.76 spin_multiplicity=4 homo_lumo_gap_ev="6.4 / 5.6" s_squared=3.78 e_homo_ev="-6.1 / -6.5" e_above_lowest_kj_mol=274.5
Re 0.35132 -0.10524 -1.59759 -0.647 -0.427 2.325 0.101
P 2.32282 -0.36641 -2.44686 3.967 -0.544 -2.596 1.493
P -2.29256 0.52506 -0.12547 3.006 -2.615 -0.056 1.002
N -0.63577 0.06920 -3.04527 -0.811 0.698 -0.981 -0.008
H 0.34157 -1.78789 -1.36279 0.661 0.422 -0.096 -0.199
C 3.00987 -2.04438 -2.58686 -0.014 -0.178 -0.027 -1.383
H 3.97663 -1.98615 -3.08225 0.126 -0.018 -0.057 0.458
H 2.34510 -2.66625 -3.18794 -0.031 0.041 0.082 0.357
H 3.14100 -2.51070 -1.60981 -0.096 0.056 -0.062 0.342
C 3.71045 0.53953 -1.69504 0.080 0.132 0.149 -1.285
H 4.62419 0.27240 -2.21933 0.135 -0.013 -0.086 0.429
H 3.82761 0.31708 -0.63494 -0.024 0.011 -0.168 0.317
H 3.54548 1.61038 -1.80130 -0.035 0.046 0.036 0.366
C 2.41035 0.20837 -4.16171 0.487 -0.038 -0.265 -1.333
H 3.42570 0.06380 -4.51886 0.191 0.042 -0.303 0.486
H 2.16067 1.26721 -4.21614 -0.099 -0.024 -0.004 0.345
H 1.72039 -0.36062 -4.78397 -0.068 0.056 0.036 0.350
C -3.27385 -0.83006 0.33992 -1.602 -0.171 0.647 -1.055
H -4.23634 -0.43317 0.69954 -0.182 -0.722 -0.352 0.442
H -2.79905 -1.42925 1.13976 -0.075 0.336 -0.059 0.308
H -3.31135 -1.50525 -0.54500 -0.375 0.640 0.460 0.283
C -1.99492 1.79365 1.08120 -0.357 -0.184 -0.089 -0.845
H -2.99501 1.90529 1.52401 0.395 0.528 0.304 0.479
H -1.57680 2.73369 0.67515 -0.385 -0.556 0.116 0.464
H -1.30519 1.33356 1.78910 -0.474 0.243 -0.390 -0.619
C -3.15102 1.33055 -1.45857 -0.049 0.148 -0.320 -1.215
H -4.07944 1.55981 -0.92968 -0.251 0.112 -0.104 0.470
H -3.38990 0.68262 -2.29931 0.160 -0.044 0.025 0.269
H -2.73132 2.27516 -1.79743 0.236 -0.138 -0.028 0.355
C -1.14119 0.23052 -4.26320 -0.793 0.260 -3.148 -0.290
C -2.06985 -0.67278 -6.39094 -0.058 0.274 -0.190 -0.520
C -1.55736 -0.86919 -5.12100 0.407 0.442 1.324 -0.334
C -1.26442 1.53228 -4.89949 0.175 -0.634 1.091 0.134
C -1.78467 1.70004 -6.17501 -0.108 -0.191 -0.061 -0.544
C -2.19914 0.60782 -6.94191 0.088 -0.035 0.246 -0.343
H -2.38946 -1.52805 -6.98522 0.127 0.078 0.210 0.341
H -1.45935 -1.87062 -4.69935 -0.074 0.157 -0.192 0.419
H -0.93548 2.39590 -4.31352 -0.105 -0.195 -0.219 0.394
H -1.88031 2.70355 -6.59216 0.107 -0.202 0.181 0.337
H -2.61054 0.75033 -7.94278 0.139 -0.060 0.337 0.371
C 1.91720 -0.10932 1.25453 -0.823 1.011 -1.277 1.421
O 1.53942 0.64899 0.30462 0.096 -1.585 1.707 -0.660
C 2.35250 -1.49421 1.00244 0.205 -1.213 -0.105 -1.308
H 2.50953 -2.06400 1.92369 -0.170 0.267 -0.193 0.389
H 3.31097 -1.44788 0.47405 0.028 0.096 -0.079 0.496
H 1.64992 -2.08110 0.37733 0.288 0.558 0.364 0.277
C 2.07121 0.42830 2.62974 0.318 0.394 0.405 -1.619
H 1.64703 -0.19552 3.44086 0.071 0.099 -0.858 0.229
H 1.65110 1.43853 2.67863 0.306 -0.237 0.100 0.341
H 3.14472 0.43735 2.87394 -0.045 0.182 -0.251 0.448
C 0.16375 1.16132 7.69484 -0.020 -0.081 -0.111 -1.429
C -0.11465 0.51396 6.37534 -0.087 0.102 -0.663 1.046
C -0.12198 -0.87796 6.23316 -0.168 -0.320 0.070 -0.793
C -0.39359 -1.45336 5.00440 0.033 0.686 1.052 -0.814
C -0.60813 -0.64584 3.90632 -0.099 -1.632 -0.611 0.628
C -0.56146 0.73283 3.96721 -0.050 0.421 1.427 -0.149
C -0.34424 1.32355 5.24633 0.084 -0.579 -0.301 -1.155
S -0.64609 -1.81847 2.39857 1.169 2.405 -1.604 0.988
O 0.41206 -2.79311 2.66692 1.107 -0.600 0.959 -0.678
O -1.94292 -2.47355 2.43814 -2.134 -0.571 0.604 -0.885
O -0.94075 -0.39361 -0.21719 -4.104 2.911 0.649 -0.676
H -0.57321 0.91065 8.44863 -0.266 -0.056 0.102 0.328
H 1.12743 0.87367 8.09849 0.276 -0.058 0.012 0.315
H 0.15398 2.22582 7.53583 0.064 0.524 0.275 0.354
H 0.07123 -1.54882 7.07612 -0.016 0.434 -0.045 0.345
H -0.39983 -2.52937 4.87472 0.042 0.005 0.011 0.381
H -0.62673 1.37516 3.08318 0.200 -0.372 0.931 0.837
H -0.29734 2.41418 5.39117 -0.079 -0.521 -0.286 0.204